The following is a DFT calculation (ωB97M-V/def2-TZVPD) of a 2-piece molecular cluster, C3H8S overall at a distorted geometry.

Geometry as XYZ:
```
12
Properties=species:S:1:pos:R:3
C 2.335 -0.180 -0.664
C -2.472 0.645 0.015
C 2.457 -0.115 0.645
S -1.458 -0.868 0.048
H 1.392 0.010 -1.150
H -2.473 -1.722 -0.029
H 3.159 -0.431 -1.311
H -2.986 0.762 0.967
H -3.178 0.592 -0.806
H -1.786 1.473 -0.138
H 1.620 0.137 1.272
H 3.390 -0.303 1.150
```

Values from the calculation:
spin multiplicity	3
electronic energy	-14070.117	eV
maximum force	10.657	eV Å⁻¹
LUMO energy (alpha / beta)	0.87 / -2.08	eV
energy above the lowest of the compared OMol25 structures with the same formula, charge and spin	36.1	kcal per mole
gap between HOMO and LUMO (alpha / beta)	6.16 / 7.06	eV